Record 1
Molecular formula: C20H60O18
Method: DFT, ωB97M-V with the def2-TZVPD basis set

```
98
Properties=species:S:1:pos:R:3
C 1.192 3.121 -2.267
C 0.956 4.594 -1.932
O 2.123 5.128 -1.475
H 1.886 3.052 -3.104
H 0.376 2.447 -2.528
H 1.767 2.687 -1.449
H 0.282 4.661 -1.078
H 0.571 5.130 -2.800
H 2.205 5.127 -0.519
C 0.572 0.591 -0.431
C -0.108 -0.763 -0.705
O 0.364 -1.448 0.414
H 1.639 0.552 -0.211
H 0.046 1.087 0.384
H 0.336 1.259 -1.259
H 0.133 -1.210 -1.670
H -1.177 -0.566 -0.789
H -0.053 -0.987 1.146
C -2.637 3.785 0.599
C -1.211 3.802 1.095
O -0.435 2.769 0.451
O -3.372 2.707 1.079
H -2.608 4.000 -0.469
H -3.043 4.713 1.002
H -1.319 3.558 2.152
H -0.620 4.714 1.010
H 0.484 2.920 0.685
H -2.795 1.973 1.300
C 2.922 -2.959 2.466
C 2.833 -2.027 1.321
O 4.039 -1.781 0.592
O 3.102 -4.364 2.072
H 1.976 -3.017 3.005
H 3.612 -2.645 3.249
H 2.537 -1.060 1.727
H 1.966 -2.189 0.681
H 3.725 -1.803 -0.315
H 2.302 -4.589 1.591
C 0.912 -4.749 -1.722
C 0.426 -3.250 -1.350
O -0.161 -3.164 -0.067
O 2.166 -5.027 -1.025
H 1.150 -4.839 -2.782
H 0.147 -5.490 -1.490
H -0.416 -3.036 -2.009
H 1.270 -2.574 -1.488
H 0.283 -2.442 0.384
H 1.951 -5.167 -0.099
C -0.553 -0.474 3.197
C -0.087 -1.895 3.508
O -1.175 -2.756 3.739
O -1.035 -0.377 1.913
H 0.163 0.339 3.314
H -1.336 -0.116 3.865
H 0.504 -1.793 4.419
H 0.407 -2.378 2.665
H -1.726 -2.510 4.487
H -1.364 -1.230 1.620
C 3.229 0.831 -3.932
C 1.986 0.907 -2.996
O 1.589 -0.395 -2.517
O 2.989 0.150 -5.174
H 4.041 0.372 -3.367
H 3.584 1.849 -4.090
H 1.197 1.362 -3.594
H 2.175 1.584 -2.163
H 0.762 -0.224 -2.062
H 2.521 -0.657 -4.948
C -2.677 0.311 0.444
C -4.068 0.581 -0.232
O -4.384 1.878 -0.530
O -2.593 0.469 1.790
H -1.804 0.750 -0.040
H -2.377 -0.728 0.315
H -4.872 0.102 0.327
H -4.258 0.030 -1.153
H -4.003 2.342 0.219
H -1.708 0.258 2.098
C 0.927 1.772 2.387
C 1.877 2.852 1.863
O 1.112 3.878 1.378
O 0.122 2.271 3.431
H 1.577 0.959 2.711
H 0.266 1.484 1.569
H 2.339 2.324 1.028
H 2.775 3.218 2.362
H 1.746 4.519 1.049
H -0.249 3.104 3.130
C -3.139 -2.113 -1.930
C -2.869 -3.313 -1.003
O -4.114 -4.028 -0.873
O -2.054 -1.286 -2.104
H -3.958 -1.609 -1.416
H -3.417 -2.409 -2.942
H -2.553 -3.082 0.014
H -2.116 -3.925 -1.499
H -4.033 -4.966 -0.685
H -1.664 -1.463 -2.962
```

Results
Highest occupied orbital energy   -8.58 eV
Total energy   -58540.1617 eV
ΔE to the lowest compared entry with this formula, charge and spin   0.0 kcal per mole
Kohn-Sham gap   8.1 eV

=====

Record 2
Molecular formula: C20H60O20
Method: DFT, ωB97M-V with the def2-TZVPD basis set

```
100
Properties=species:S:1:pos:R:3
O 2.870 -0.021 -0.872
C 2.664 0.481 -2.166
C 2.690 -0.628 -3.221
O 3.971 -1.247 -3.277
H 2.785 0.666 -0.199
H 1.743 1.060 -2.327
H 3.497 1.175 -2.350
H 2.405 -0.182 -4.177
H 1.959 -1.396 -2.970
H 4.540 -0.652 -3.776
O 2.889 2.742 4.724
C 1.488 2.647 4.420
C 0.846 4.029 4.481
O 1.381 4.948 3.538
H 3.174 3.655 4.735
H 1.435 2.337 3.371
H 0.968 1.916 5.030
H 0.796 4.357 5.524
H -0.205 3.943 4.190
H 2.217 5.310 3.848
O 1.181 -2.166 3.654
C 0.084 -1.653 2.891
C -0.946 -2.713 2.603
O -1.812 -2.815 3.740
H 1.820 -1.446 3.648
H -0.377 -0.797 3.394
H 0.457 -1.253 1.939
H -0.440 -3.643 2.329
H -1.622 -2.428 1.789
H -2.226 -3.680 3.788
O -2.135 1.240 3.174
C -3.077 0.778 4.123
C -3.228 1.746 5.272
O -3.715 2.988 4.807
H -2.390 2.152 2.979
H -4.072 0.661 3.669
H -2.778 -0.209 4.475
H -2.211 1.848 5.683
H -3.804 1.332 6.104
H -3.553 3.672 5.459
O 5.243 4.933 -0.613
C 4.596 4.786 0.656
C 4.391 3.335 1.009
O 3.371 2.681 0.266
H 5.624 5.811 -0.661
H 5.234 5.309 1.379
H 3.630 5.317 0.602
H 4.121 3.261 2.067
H 5.342 2.837 0.827
H 2.603 3.271 0.312
O -4.196 -4.597 -4.751
C -4.035 -5.055 -3.407
C -4.277 -3.862 -2.463
O -3.274 -2.864 -2.548
H -3.394 -4.116 -4.984
H -4.732 -5.884 -3.288
H -3.022 -5.460 -3.313
H -4.283 -4.290 -1.450
H -5.262 -3.474 -2.704
H -2.517 -3.230 -2.027
O -1.956 -0.874 -4.054
C -0.730 -1.308 -4.590
C -0.845 -2.275 -5.770
O -0.995 -3.616 -5.352
H -2.424 -1.645 -3.654
H -0.184 -0.424 -4.938
H -0.052 -1.767 -3.855
H 0.101 -2.219 -6.328
H -1.653 -1.923 -6.412
H -0.150 -4.022 -5.163
O 0.884 -6.122 -1.954
C -0.333 -6.197 -1.272
C -0.666 -4.901 -0.530
O -0.998 -3.864 -1.445
H 1.585 -5.934 -1.324
H -1.190 -6.418 -1.912
H -0.396 -7.008 -0.529
H 0.199 -4.627 0.082
H -1.549 -5.036 0.106
H -0.456 -3.091 -1.198
O 0.758 4.015 1.010
C 0.484 4.795 -0.150
C 0.144 3.854 -1.304
O 0.004 4.626 -2.502
H 0.880 4.605 1.775
H -0.362 5.464 0.039
H 1.352 5.367 -0.492
H -0.772 3.270 -1.152
H 0.916 3.121 -1.542
H -0.678 5.288 -2.334
O 0.411 1.049 0.528
C -0.876 0.515 0.352
C -0.896 -0.281 -0.933
O 0.020 -1.381 -0.823
H 0.417 1.899 0.978
H -1.131 -0.182 1.156
H -1.677 1.260 0.330
H -0.661 0.236 -1.871
H -1.873 -0.707 -1.175
H 0.915 -1.010 -0.751
```

Results
Highest occupied orbital energy   -9.18 eV
Total energy   -62658.2213 eV
Structure (SMILES)   OCCO.OCCO.OCCO.OCCO.OCCO.OCCO.OCCO.OCCO.OCCO.OCCO
ΔE to the lowest compared entry with this formula, charge and spin   25.9 kcal per mole
Kohn-Sham gap   8.9 eV

=====

Record 3
Molecular formula: C20H60O20S5
Method: DFT, ωB97M-V with the def2-TZVPD basis set

```
105
Properties=species:S:1:pos:R:3
C 4.642 -3.332 -1.767
C 5.428 -3.029 -0.530
O 5.473 -1.591 -0.225
S 4.421 -0.910 0.725
C 5.300 -0.913 2.267
O 4.249 0.418 0.287
O 3.297 -1.756 0.859
H 4.886 -2.644 -2.588
H 3.583 -3.216 -1.614
H 4.942 -4.329 -2.117
H 5.062 -3.616 0.294
H 6.518 -3.273 -0.601
H 4.782 -0.331 2.986
H 6.227 -0.374 2.044
H 5.520 -1.959 2.517
C 1.110 5.107 0.472
C 2.142 5.104 -0.596
O 3.449 4.872 0.020
S 4.701 4.851 -0.985
C 4.695 3.142 -1.663
O 4.492 5.629 -2.132
O 5.792 4.964 -0.139
H 0.093 5.313 0.068
H 1.371 5.810 1.258
H 1.033 4.123 0.980
H 1.924 4.371 -1.368
H 2.159 6.084 -1.079
H 4.611 2.407 -0.857
H 5.714 3.023 -2.096
H 3.930 3.066 -2.421
C -4.143 -0.714 2.072
C -4.193 0.788 2.039
O -5.405 1.189 2.809
S -6.110 2.555 2.512
C -7.211 2.126 1.159
O -6.898 2.770 3.646
O -5.125 3.509 2.035
H -4.338 -1.058 3.078
H -3.178 -1.134 1.794
H -4.881 -1.236 1.450
H -3.367 1.256 2.527
H -4.254 1.234 1.057
H -7.641 3.019 0.665
H -7.916 1.472 1.627
H -6.638 1.608 0.405
C 1.365 1.998 -1.208
C 1.296 0.515 -0.790
O 0.253 -0.142 -1.646
S -0.699 -1.156 -0.857
C 0.420 -2.532 -0.390
O -1.228 -0.538 0.328
O -1.541 -1.733 -1.843
H 1.663 2.071 -2.268
H 2.178 2.494 -0.636
H 0.377 2.471 -1.120
H 2.233 0.017 -1.057
H 1.034 0.366 0.249
H -0.190 -3.306 0.105
H 1.239 -2.185 0.236
H 0.804 -2.845 -1.362
C -1.459 -5.655 6.398
C -0.400 -4.874 5.579
O -0.776 -4.956 4.141
S 0.250 -4.308 3.111
C -0.158 -2.519 3.329
O 1.595 -4.381 3.578
O -0.116 -4.853 1.873
H -2.154 -4.876 6.793
H -1.062 -6.117 7.302
H -2.043 -6.274 5.711
H -0.337 -3.823 5.889
H 0.659 -5.229 5.698
H 0.296 -1.940 2.521
H 0.305 -2.230 4.283
H -1.239 -2.341 3.415
C 0.503 4.334 -3.713
O 1.923 4.146 -3.707
H 0.060 3.378 -4.051
H 0.086 4.429 -2.709
H 0.245 5.125 -4.431
H 2.341 5.002 -3.605
C 0.837 -2.812 -4.337
O 1.629 -2.304 -3.270
H -0.179 -3.196 -4.030
H 0.655 -2.081 -5.184
H 1.416 -3.662 -4.729
H 1.195 -1.523 -2.912
C -2.220 0.762 -3.422
O -3.102 1.775 -3.921
H -2.082 1.108 -2.425
H -2.686 -0.224 -3.425
H -1.281 0.850 -3.984
H -3.316 1.519 -4.809
C -3.069 3.297 -0.851
O -2.252 3.689 -1.949
H -2.711 3.733 0.072
H -4.124 3.594 -0.884
H -3.036 2.180 -0.802
H -2.698 3.329 -2.736
C -3.540 -3.890 -0.152
O -3.811 -3.189 -1.316
H -4.431 -4.442 0.135
H -2.720 -4.614 -0.349
H -3.288 -3.326 0.759
H -3.158 -2.497 -1.500
```

Results
Highest occupied orbital energy   -9.83 eV
Total energy   -116834.3634 eV
Structure (SMILES)   CCOS(C)(=O)=O.CCOS(C)(=O)=O.CCOS(C)(=O)=O.CCOS(C)(=O)=O.CCOS(C)(=O)=O.CO.CO.CO.CO.CO
ΔE to the lowest compared entry with this formula, charge and spin   28.6 kcal per mole
Kohn-Sham gap   10.0 eV

=====

Record 4
Molecular formula: C20H62O21
Method: DFT, ωB97M-V with the def2-TZVPD basis set

```
103
Properties=species:S:1:pos:R:3
O -13.711 -16.852 15.434
C -12.691 -15.937 15.698
C -12.566 -14.748 14.784
O -13.576 -13.770 14.965
H -14.541 -16.391 15.578
H -12.755 -15.698 16.760
H -11.821 -16.594 15.689
H -12.737 -15.091 13.764
H -11.574 -14.313 14.910
H -14.329 -14.304 15.228
O -13.949 -12.279 12.734
C -14.992 -11.352 12.960
C -16.313 -11.973 13.424
O -16.948 -12.957 12.643
H -13.700 -12.573 13.613
H -14.732 -10.505 13.595
H -15.165 -10.870 11.998
H -17.016 -11.140 13.463
H -16.204 -12.457 14.395
H -16.356 -13.713 12.655
O -10.205 -8.641 15.410
C -11.193 -8.281 16.399
C -12.274 -9.387 16.402
O -13.219 -9.288 15.322
H -10.355 -8.154 14.596
H -10.775 -8.205 17.403
H -11.643 -7.301 16.239
H -12.752 -9.577 17.363
H -11.652 -10.276 16.303
H -13.598 -8.411 15.419
O -8.959 -11.228 15.559
C -9.157 -11.694 14.226
C -10.593 -11.497 13.807
O -10.736 -11.875 12.467
H -9.156 -10.288 15.571
H -8.535 -11.070 13.585
H -8.533 -12.576 14.086
H -10.968 -10.474 13.805
H -11.168 -12.039 14.558
H -11.671 -11.929 12.256
O -4.920 -8.597 18.199
C -5.547 -9.690 18.804
C -7.048 -9.506 18.927
O -7.707 -9.623 17.664
H -4.070 -8.868 17.845
H -5.311 -10.713 18.510
H -5.157 -9.634 19.820
H -7.322 -8.525 19.315
H -7.261 -10.256 19.688
H -7.983 -10.525 17.485
O -12.634 -11.721 10.406
C -12.181 -12.571 9.374
C -13.271 -12.702 8.233
O -14.292 -13.478 8.699
H -13.316 -12.189 10.893
H -11.383 -11.982 8.922
H -11.885 -13.580 9.661
H -12.957 -13.002 7.234
H -13.674 -11.713 8.014
H -14.895 -13.721 7.993
O -6.580 -15.456 14.382
C -7.733 -16.292 14.602
C -8.188 -16.176 16.068
O -8.427 -14.831 16.360
H -6.659 -15.107 13.491
H -8.528 -15.987 13.921
H -7.612 -17.342 14.336
H -7.392 -16.583 16.693
H -9.052 -16.831 16.181
H -7.899 -14.291 15.768
O -10.703 -7.135 12.806
C -10.814 -8.103 11.752
C -9.426 -8.827 11.648
O -8.343 -7.999 11.134
H -11.365 -6.449 12.698
H -11.682 -8.719 11.989
H -10.949 -7.594 10.797
H -9.589 -9.608 10.905
H -9.169 -9.282 12.604
H -8.397 -7.243 11.724
O -6.280 -8.664 15.321
C -6.776 -7.403 15.121
C -5.891 -6.253 15.761
O -6.177 -6.209 17.170
H -6.814 -9.130 15.969
H -6.858 -7.273 14.042
H -7.778 -7.269 15.529
H -6.021 -5.283 15.280
H -4.843 -6.515 15.614
H -6.080 -7.115 17.473
O -6.839 -14.154 11.804
C -6.856 -13.704 10.455
C -7.812 -12.563 10.135
O -9.182 -13.107 10.267
H -6.280 -13.572 12.325
H -5.846 -13.354 10.240
H -7.130 -14.518 9.785
H -7.694 -12.212 9.110
H -7.570 -11.748 10.817
H -9.525 -12.697 11.065
O -6.164 -12.129 15.928
H -5.897 -12.302 16.831
H -7.052 -11.780 16.004
```

Results
Highest occupied orbital energy   -8.99 eV
Total energy   -64736.7982 eV
Structure (SMILES)   OCCO.OCCO.OCCO.OCCO.OCCO.OCCO.OCCO.OCCO.OCCO.OCCO.O
ΔE to the lowest compared entry with this formula, charge and spin   20.5 kcal per mole
Kohn-Sham gap   9.1 eV